# 1
C4H11N2O | ωB97M-V/def2-TZVPD

Geometry as ORCA input:
```
! RIJCOSX wB97M-V def2-TZVPD def2/J DEFGRID3
* xyz 1 1
C -0.8175 -0.0202 0.0517
C 2.2000 0.3783 -1.1293
C 2.3750 -0.3866 1.1126
C -3.2606 0.0706 0.2897
N 1.9425 0.6033 0.1563
N -1.9016 -0.0374 0.7502
O -0.7481 -0.2160 -1.2121
H 1.1812 0.3977 -1.6134
H 2.7679 1.2064 -1.7641
H 2.5770 -0.6783 -1.3471
H 2.1462 0.0230 2.0867
H 2.0640 -1.4252 0.7839
H 3.4152 -0.4606 1.0804
H -3.6267 0.9896 0.8723
H -3.8463 -0.7118 0.6674
H -3.2862 0.1324 -0.7308
H -1.7059 -0.0164 1.7387
H -1.4762 0.1511 -1.7933
*
```

As for the frontier orbital gap (alpha / beta): 6.311 / 9.016 eV. The calculation puts the molar mass at 103.14 g/mol. The relative energy (zero: lowest compared OMol25 entry of this formula, charge and spin) is 163.53 kcal/mol.

Mulliken atomic charge list, values in e, 4 entries:
1 C 0.3035
2 C -0.4576
3 C -0.8772
4 C -0.6865

=====

# 2
C26H50Cl8N2O8 | ωB97M-V/def2-TZVPD

Geometry as ORCA input:
```
! RIJCOSX wB97M-V def2-TZVPD def2/J DEFGRID3
* xyz 0 1
C -2.2985 0.8132 -3.6302
O -1.6337 0.7319 -2.4170
C -0.2705 0.9978 -2.4629
C 0.1489 1.1531 -0.9830
N 0.0625 -0.1879 -0.2313
H 0.2930 -1.0125 -0.7671
H 0.7484 -0.0412 0.4954
C -1.2061 -0.6003 0.5425
C -1.5614 0.4014 1.6367
O -0.2822 0.6948 2.2295
C -0.2796 1.8775 2.9283
H -3.3699 0.8991 -3.4490
H -2.1127 -0.0640 -4.2500
H -1.8572 1.6570 -4.1606
H -0.1032 1.9771 -2.9114
H 0.1789 0.1949 -3.0473
H -0.5483 1.8412 -0.5050
H 1.1990 1.4081 -0.8404
H -1.0502 -1.5817 0.9905
H -1.9795 -0.6093 -0.2256
H -2.2058 -0.1332 2.3347
H -2.0093 1.3476 1.3332
H 0.6498 2.0108 3.4820
H -0.9726 1.7896 3.7650
H -0.2935 2.7958 2.3412
C 3.2398 0.4934 1.6766
O 3.1815 -0.7514 0.8839
C 3.9006 -1.7970 1.4519
C 3.6648 -3.0665 0.6536
N 3.5430 -2.8074 -0.8595
H 3.1491 -3.5970 -1.3509
H 2.7787 -2.1510 -0.9312
C 4.7612 -2.1212 -1.5418
C 4.4570 -1.7397 -2.9987
O 3.5439 -0.6352 -2.9639
C 3.5255 0.1043 -4.1802
H 4.2600 0.6950 2.0030
H 2.5988 0.3462 2.5459
H 2.9207 1.3796 1.1279
H 3.5778 -1.8583 2.4912
H 4.9446 -1.5187 1.3079
H 2.7205 -3.5075 0.9727
H 4.4903 -3.7782 0.6410
H 5.4941 -2.9279 -1.5222
H 5.0385 -1.2552 -0.9408
H 4.0360 -2.6579 -3.4085
H 5.3484 -1.5106 -3.5825
H 4.4639 0.5542 -4.5043
H 2.8189 0.9319 -4.1184
H 3.1452 -0.5627 -4.9539
C -1.2080 -3.1792 -2.4366
C -1.6255 -3.7958 -3.5566
C -0.7932 -4.7398 -4.3543
O -1.2760 -5.3888 -5.4204
C 0.4346 -5.0932 -3.9939
C 1.0627 -4.5243 -2.7771
C 0.1797 -3.4838 -1.9680
O 0.6959 -2.8468 -1.0210
O 2.1747 -4.7363 -2.3699
O -2.7966 -3.4573 -3.9625
H -1.8675 -2.5190 -1.8929
H 1.0459 -5.8214 -4.5061
Cl 1.1592 5.3958 4.7543
C 1.1092 4.0666 5.8765
C 2.5437 3.3917 5.9939
Cl 3.3823 3.2236 4.4411
H 0.3666 3.3357 5.5566
H 0.7183 4.4287 6.8274
H 2.4848 2.4328 6.5088
H 3.0993 4.0765 6.6346
Cl -1.8700 5.4731 -3.7311
C -2.1392 5.4262 -1.9195
C -1.5154 4.1721 -1.3906
Cl -1.9293 4.0435 0.3421
H -3.2001 5.5403 -1.6970
H -1.7097 6.2786 -1.3932
H -0.4434 4.1211 -1.5809
H -1.8841 3.2049 -1.7322
Cl -3.3089 -3.2006 1.0723
C -3.9269 -4.2442 -0.2568
C -4.8086 -3.4066 -1.2874
Cl -6.2218 -2.6381 -0.4694
H -4.5407 -5.0619 0.1211
H -3.0660 -4.6983 -0.7473
H -5.1491 -4.0420 -2.1050
H -4.2435 -2.6017 -1.7572
Cl -3.8793 4.3140 3.3254
C -4.1876 2.9665 4.3660
C -4.8695 3.4206 5.6678
Cl -3.7032 3.9993 6.7967
H -3.3075 2.3617 4.5846
H -4.9080 2.3852 3.7906
H -5.3519 2.6057 6.2077
H -5.5756 4.1928 5.3626
*
```

As for the frontier orbital gap: 5.374 eV. The calculation puts the molar mass at 802.32 g/mol.

Mulliken atomic charge list, values in e, 4 entries:
1 C -0.8732
2 O -0.2578
3 C -0.6980
4 C -0.0336

=====

# 3
C19H25Cl39F5N4O2S | ωB97M-V/def2-TZVPD

Geometry as ORCA input:
```
! RIJCOSX wB97M-V def2-TZVPD def2/J DEFGRID3
* xyz 1 1
C -1.3379 -5.3679 1.3755
C -1.9038 -5.1163 -0.0397
C -3.2876 -4.4493 -0.0169
N -3.2630 -3.1083 -0.6375
N -4.5065 -2.7507 -1.1554
C -5.4686 -2.1838 -0.4798
N -5.2799 -1.8822 0.8373
N -6.6372 -1.8204 -1.1420
S -8.1137 -2.3359 -0.4393
O -8.0507 -2.4537 0.9740
O -9.1539 -1.5510 -0.9866
C -8.3071 -3.9740 -1.2632
F -7.1982 -4.7135 -1.1130
F -8.4221 -3.6989 -2.5730
C -9.5900 -4.7762 -0.8010
F -9.2461 -6.0598 -0.7483
F -9.9985 -4.4004 0.3942
F -10.5397 -4.6435 -1.6939
H -1.8388 -4.7208 2.1035
H -0.2705 -5.1552 1.4362
H -1.5184 -6.3929 1.7039
H -2.0214 -6.0936 -0.5132
H -1.2027 -4.5374 -0.6434
H -3.9728 -5.0499 -0.6247
H -3.7150 -4.4422 0.9942
H -2.9500 -2.3839 0.0011
H -4.6282 -2.9572 -2.1408
H -5.4194 -2.6758 1.4572
H -5.8850 -1.1136 1.1236
H -6.6290 -2.2232 -2.0831
C 2.8338 -4.5098 -0.2416
Cl 2.6609 -5.5480 1.1659
Cl 3.8717 -5.2381 -1.4597
Cl 1.2399 -4.1368 -0.9209
H 3.2921 -3.5835 0.0750
C 4.4110 -1.0082 -2.1970
Cl 5.9430 -1.3705 -1.4103
Cl 4.2346 -1.9274 -3.6916
Cl 3.0660 -1.3254 -1.0930
H 4.3987 0.0447 -2.4510
C 1.4068 2.2565 0.2464
Cl 1.4573 1.0296 1.5188
Cl 1.6027 3.8682 0.9159
Cl 2.6463 1.9415 -0.9677
H 0.4404 2.1994 -0.2359
C 5.0498 6.3798 1.5452
Cl 5.6299 6.9277 -0.0293
Cl 3.4752 7.0938 1.9127
Cl 4.9722 4.6230 1.6134
H 5.7609 6.7152 2.2916
C 6.6073 8.2117 -3.8136
Cl 6.0002 7.1139 -5.0605
Cl 8.3552 8.3880 -3.9394
Cl 5.8069 9.7751 -3.9186
H 6.3803 7.7790 -2.8482
C 9.0643 6.4318 3.2842
Cl 9.5824 6.9841 1.6961
Cl 7.5172 7.1735 3.7259
Cl 8.9456 4.6764 3.3370
H 9.7994 6.7467 4.0128
C 1.1201 -5.8406 -4.3134
Cl 1.1967 -6.6230 -5.8874
Cl 2.1855 -4.4467 -4.2350
Cl -0.5504 -5.3764 -3.9293
H 1.4431 -6.5531 -3.5646
C 4.3151 12.2827 -0.7828
Cl 4.2837 10.7206 0.0375
Cl 3.8030 13.5725 0.3044
Cl 5.9191 12.6111 -1.4356
H 3.6168 12.2418 -1.6080
C 5.2921 -4.1334 4.0374
Cl 5.0146 -2.7963 5.1487
Cl 4.3121 -5.5333 4.4815
Cl 4.9638 -3.6453 2.3736
H 6.3340 -4.4171 4.1020
C 7.1341 3.4717 -4.6168
Cl 8.6589 3.0819 -3.8264
Cl 6.9280 2.5282 -6.0911
Cl 5.7755 3.2173 -3.5154
H 7.1508 4.5197 -4.8857
C 0.1714 -8.9169 3.7268
Cl 1.2357 -7.7901 2.8854
Cl -0.7737 -8.0812 4.9593
Cl -0.8860 -9.7443 2.5820
H 0.7843 -9.6607 4.2182
C -7.2340 1.9979 0.7752
Cl -6.3811 2.3448 -0.7309
Cl -8.5159 3.1454 1.0689
Cl -7.8748 0.3348 0.7375
H -6.5212 2.0663 1.5872
C -7.8625 6.1214 4.0934
Cl -7.0593 7.6423 4.4562
Cl -8.9519 6.2979 2.7171
Cl -6.6708 4.8432 3.8078
H -8.4530 5.8366 4.9537
*
```

As for the frontier orbital gap: 8.081 eV. The calculation puts the molar mass at 1851.16 g/mol.

Mulliken atomic charge list, values in e, 4 entries:
1 C -0.6383
2 C 0.0579
3 C -0.5395
4 N -0.4770

=====

# 4
C26H48Cl2F4GaN2O3 | ωB97M-V/def2-TZVPD

Geometry as ORCA input:
```
! RIJCOSX wB97M-V def2-TZVPD def2/J DEFGRID3
* xyz -1 3
C 6.2502 4.7927 8.1206
C 6.2374 4.7317 6.5251
Cl 7.0947 6.0210 5.5693
C 5.5840 3.6885 5.8322
Cl 5.5661 3.6295 3.9996
Ga 4.6282 2.2547 6.9709
C 2.7075 2.8172 7.4385
C 1.6790 2.8359 6.2151
C 0.9606 1.4036 6.0014
O 1.1772 0.8596 4.6749
C 4.8122 0.4121 6.0531
F 5.3568 0.4544 4.7300
F 3.6183 -0.3548 5.9776
C 5.8440 -0.4958 6.9014
F 6.0190 -1.6978 6.1397
F 7.0647 0.1534 7.1279
H 5.1742 4.7445 8.4989
H 6.9128 3.9988 8.5839
H 6.6746 5.8034 8.4264
H 5.4509 2.1523 8.3638
H 2.3466 2.1993 8.3171
H 2.7736 3.9012 7.8129
H 2.0954 3.2690 5.2538
H 0.8251 3.5397 6.5285
H 1.4078 0.7307 6.8136
H -0.1595 1.4433 6.1770
H 1.5216 1.5567 4.0834
H 5.3040 -0.7406 7.8768
C -0.8331 -0.1650 -1.7398
C -0.1542 0.2776 -0.4196
C 0.7549 -0.8566 0.0937
C -0.0237 -2.0306 0.6801
C -1.0076 -1.5564 1.7441
C -1.9294 -0.4178 1.2648
N -1.1865 0.6806 0.5816
O -0.5703 1.4052 1.5349
C -3.0112 -0.9822 0.3155
C -2.7418 0.0895 2.4809
C 0.7363 1.4691 -0.8461
H -0.1747 -0.0114 -2.5989
H -1.0901 -1.2239 -1.7597
H -1.7394 0.4158 -1.9356
H 1.4334 -0.4719 0.8638
H 1.3934 -1.2210 -0.7177
H -0.5517 -2.5776 -0.1080
H 0.6761 -2.7444 1.1249
H -1.6083 -2.4074 2.0810
H -0.4338 -1.2262 2.6182
H -3.6097 -0.1760 -0.1185
H -3.6989 -1.6393 0.8565
H -2.6113 -1.5867 -0.4958
H -2.1038 0.4121 3.3067
H -3.3803 -0.7048 2.8775
H -3.3905 0.9251 2.2013
H 0.1286 2.2904 -1.2375
H 1.4335 1.1680 -1.6325
H 1.3491 1.8550 -0.0285
C -1.7318 -0.7995 -5.3867
C -2.1969 -2.2200 -5.7943
C -1.4262 -2.6697 -7.0512
C -1.8866 -1.9611 -8.3223
C -3.3966 -2.0824 -8.4995
C -4.1982 -1.6455 -7.2575
N -3.6772 -2.2418 -5.9933
O -4.0765 -3.5287 -5.9567
C -4.1938 -0.1040 -7.1455
C -5.6885 -1.9874 -7.4993
C -1.7580 -3.1051 -4.6031
H -0.8124 -0.8326 -4.7972
H -1.5044 -0.1584 -6.2379
H -2.4803 -0.2992 -4.7658
H -1.5437 -3.7503 -7.1947
H -0.3541 -2.4973 -6.9145
H -1.5904 -0.9078 -8.3071
H -1.3828 -2.4031 -9.1874
H -3.7036 -1.4927 -9.3693
H -3.6301 -3.1256 -8.7437
H -4.6662 0.2215 -6.2145
H -4.7569 0.3474 -7.9681
H -3.2011 0.3371 -7.1980
H -5.8459 -3.0445 -7.7246
H -6.0792 -1.4293 -8.3545
H -6.2989 -1.7274 -6.6297
H -2.2683 -2.8035 -3.6838
H -0.6824 -3.0147 -4.4306
H -1.9506 -4.1675 -4.7699
*
```

As for the frontier orbital gap (alpha / beta): 7.049 / 6.199 eV. The calculation puts the molar mass at 653.30 g/mol.

Mulliken atomic charge list, values in e, 4 entries:
1 C -0.8314
2 C 0.2857
3 Cl -0.2731
4 C 0.0828

=====

# 5
C21H43O4PPd | ωB97M-V/def2-TZVPD

Geometry as ORCA input:
```
! RIJCOSX wB97M-V def2-TZVPD def2/J DEFGRID3
* xyz 2 1
C 4.4722 3.8760 0.6558
C 4.1823 3.0863 2.0488
C 2.6373 2.6085 2.0099
O 2.0244 2.6718 3.1114
O 1.9588 2.1907 0.8273
C 2.4418 0.9174 0.3400
C 1.4456 -0.2107 0.9778
P 2.2402 -1.9038 0.5847
C 0.8092 -2.9051 1.3907
C 0.3962 -2.4199 2.8560
C -1.0351 -1.7449 3.0402
C -1.7113 -1.0345 1.7895
C -1.7131 0.5994 1.8698
C -3.1529 1.2257 2.1806
C -4.3094 0.8309 1.1445
C -3.9363 1.0412 -0.4144
C -3.9927 -0.3642 -1.2293
C -3.9514 -0.0851 -2.8347
C -2.4319 0.3293 -3.2008
C -2.2946 1.8850 -3.5951
O -1.3995 2.4956 -2.6022
C -0.0265 2.1242 -2.8545
C 3.1036 -3.5325 -0.0132
C 3.7817 -3.1862 -1.5506
C 3.6968 -4.4679 -2.6283
O 2.7974 -3.1420 -2.6888
H 3.4508 4.2462 0.2863
H 5.1310 4.7918 0.8346
H 4.9233 3.1121 -0.0586
H 4.8690 2.1835 2.1701
H 4.3835 3.7894 2.9356
H 3.5155 0.7931 0.7449
H 2.4277 0.9201 -0.7996
H 1.3736 0.0550 2.0840
H 0.4734 -0.1062 0.3924
H 3.4262 -1.6133 1.3372
H 2.1389 -1.5495 -0.8255
H 1.2437 -3.9692 1.5108
H -0.0753 -3.0510 0.6605
H 0.4072 -3.3591 3.5310
H 1.2218 -1.7469 3.3066
H -1.7784 -2.5139 3.4659
H -0.9305 -0.9473 3.8710
H -2.8201 -1.3631 1.7757
H -1.3015 -1.2878 0.7598
H -1.3053 1.0315 0.8773
H -1.0052 0.9370 2.7178
H -3.5056 1.0474 3.2659
H -3.0257 2.3751 2.1044
H -4.6196 -0.2724 1.2996
H -5.2370 1.4568 1.4049
H -2.9777 1.6329 -0.6115
H -4.8264 1.6815 -0.8924
H -3.1255 -1.0508 -0.9281
H -5.0022 -0.8816 -1.0240
H -4.2447 -1.0272 -3.4136
H -4.7096 0.7485 -3.0360
H -2.0491 -0.3243 -4.0596
H -1.7974 0.0816 -2.2751
H -3.3163 2.3965 -3.6349
H -1.7917 2.0541 -4.6088
H 0.4711 1.5578 -1.9871
H 0.5681 3.0878 -3.0502
H 0.1014 1.4603 -3.7817
H 3.9685 -3.8678 0.6471
H 2.3779 -4.3551 -0.3185
H 4.7591 -2.4965 -1.5873
H 2.8638 -5.2300 -2.4226
H 4.1595 -4.3440 -3.6637
Pd -4.8423 3.0318 -0.2196
*
```

As for the frontier orbital gap: 1.806 eV. The calculation puts the molar mass at 496.97 g/mol.

Mulliken atomic charge list, values in e, 4 entries:
1 C -0.7942
2 C -0.4099
3 C 0.3692
4 O -0.5468

=====

# 6
C35H71N2O7 | ωB97M-V/def2-TZVPD

Geometry as ORCA input:
```
! RIJCOSX wB97M-V def2-TZVPD def2/J DEFGRID3
* xyz 1 1
C -3.8807 -0.5027 3.0237
C -2.7981 -1.4480 2.5078
C -1.7778 -1.8850 3.5750
C -1.5630 -3.4003 3.6349
C -0.2264 -3.8173 4.2857
C 0.6796 -4.6245 3.3520
C 0.4773 -6.1413 3.3605
C -0.8025 -6.6289 2.6811
C -0.8783 -6.2096 1.2082
C -1.5902 -7.1816 0.2778
C -1.5280 -6.7046 -1.1713
C -2.2567 -5.3658 -1.4105
C -1.3657 -4.1313 -1.6116
C -1.2447 -3.2469 -0.3649
C -0.4428 -1.9468 -0.5937
C -1.3336 -0.7072 -0.6897
C -0.7147 0.5910 -0.1640
C 0.7369 0.8690 -0.6389
C 1.7509 1.0542 0.4980
C 2.6459 -0.1624 0.7633
C 4.0909 -0.0017 0.2835
C 4.8667 -1.3240 0.3374
C 4.7916 -2.1099 -0.9660
O 3.4706 -2.0694 -1.5606
C 2.7415 -3.1948 -1.6373
C 2.7969 -4.1466 -0.4689
O 2.0169 -3.3634 -2.5785
N -1.5525 1.7644 -0.3977
C -2.1532 1.8806 -1.7076
C -2.7844 0.5946 -2.2218
N -1.8292 -0.5464 -2.1098
O -0.7949 -0.3308 -3.0335
H -4.6800 -0.3913 2.2867
H -4.3364 -0.8988 3.9313
H -3.4924 0.4973 3.2236
H -2.2782 -0.9748 1.6658
H -3.2929 -2.3384 2.1044
H -2.1009 -1.5145 4.5518
H -0.8111 -1.4113 3.3780
H -2.4104 -3.8670 4.1434
H -1.5743 -3.7664 2.6019
H -0.4004 -4.3791 5.2062
H 0.3063 -2.9076 4.5736
H 0.5669 -4.2268 2.3352
H 1.7207 -4.4379 3.6313
H 1.3356 -6.5829 2.8410
H 0.5115 -6.5079 4.3899
H -1.6559 -6.1693 3.1892
H -0.8851 -7.7127 2.7822
H -1.4302 -5.2662 1.1768
H 0.1308 -6.0156 0.8193
H -1.1308 -8.1695 0.3546
H -2.6441 -7.2582 0.5627
H -1.9983 -7.4641 -1.7997
H -0.4851 -6.6520 -1.5002
H -2.8738 -5.4849 -2.3028
H -2.9536 -5.1857 -0.5859
H -1.8053 -3.5224 -2.4217
H -0.3708 -4.4098 -1.9610
H -2.2452 -3.0289 0.0222
H -0.7347 -3.8138 0.4167
H 0.2295 -1.7798 0.2475
H 0.1481 -2.0585 -1.5016
H -2.2464 -0.9248 -0.1266
H -0.6835 0.4456 0.9189
H 0.6710 1.8127 -1.1831
H 1.0947 0.1263 -1.3530
H 1.2454 1.3250 1.4290
H 2.3709 1.9216 0.2597
H 2.2342 -1.0645 0.3059
H 2.6828 -0.3478 1.8418
H 4.0836 0.3846 -0.7404
H 4.5993 0.7355 0.9057
H 5.9238 -1.1243 0.5228
H 4.5037 -1.9342 1.1698
H 5.4643 -1.6801 -1.7068
H 5.0970 -3.1470 -0.8272
H 3.6520 -4.8152 -0.5756
H 1.8939 -4.7547 -0.4923
H 2.8750 -3.6246 0.4838
H -2.2089 1.9408 0.3475
H -2.9588 2.6144 -1.6617
H -1.4365 2.2637 -2.4385
H -3.6654 0.3108 -1.6455
H -3.0719 0.6885 -3.2689
H -2.3392 -1.3959 -2.3668
H -0.4713 -1.2009 -3.3114
O 4.6450 4.1912 0.6956
C 3.9517 5.1055 0.3364
O 3.3085 5.8342 1.2645
C 2.5985 7.0389 0.9405
C 1.1920 6.7671 0.4540
C 3.7293 5.3962 -1.1321
H 3.1697 7.6312 0.2243
H 2.5842 7.5997 1.8733
H 1.1842 6.1930 -0.4686
H 0.6684 7.7031 0.2645
H 0.6398 6.2042 1.2085
H 2.9347 4.7439 -1.4937
H 4.6471 5.1535 -1.6612
H 3.4597 6.4238 -1.3571
O -0.0459 7.0815 -2.4836
C -0.7039 8.0257 -2.8324
O -1.3088 8.7606 -1.8804
C -1.9806 9.9981 -2.1609
C -3.4114 9.7852 -2.6045
C -0.9117 8.3642 -4.2891
H -1.4091 10.5866 -2.8789
H -1.9537 10.5360 -1.2153
H -3.4654 9.2333 -3.5432
H -3.9065 10.7458 -2.7452
H -3.9578 9.2199 -1.8498
H -1.7341 7.7563 -4.6658
H -0.0082 8.0926 -4.8283
H -1.1332 9.4094 -4.4837
*
```

As for the frontier orbital gap: 9.040 eV. The calculation puts the molar mass at 631.96 g/mol.

Mulliken atomic charge list, values in e, 4 entries:
1 C -1.6689
2 C 1.1413
3 C -0.9497
4 C 0.4232

=====

# 7
C3H10N2O | ωB97M-V/def2-TZVPD

Geometry as ORCA input:
```
! RIJCOSX wB97M-V def2-TZVPD def2/J DEFGRID3
* xyz 0 1
C -1.5413 0.6526 1.5755
C -0.3410 -0.2937 1.5249
N 1.8207 -1.4118 -0.3834
C 0.4715 -1.1806 -0.6115
N -0.4508 -1.0395 0.2381
H -2.4240 0.1049 1.3067
H -1.3088 1.5182 0.9789
H -1.6154 0.9734 2.6209
H -0.4498 -1.0930 2.2549
H 0.5867 0.2738 1.5014
H 2.1093 -1.1988 0.5589
H 2.4181 -1.0343 -1.1085
H 0.2001 -0.9873 -1.6573
H 0.4356 1.1034 -2.3443
H -0.0644 1.6962 -3.6865
O 0.1535 1.9166 -2.7688
*
```

As for the frontier orbital gap: 9.194 eV. The calculation puts the molar mass at 90.13 g/mol. The relative energy (zero: lowest compared OMol25 entry of this formula, charge and spin) is 42.42 kcal/mol.

Mulliken atomic charge list, values in e, 4 entries:
1 C -1.0937
2 C -0.3475
3 N -0.4675
4 C -0.2756